Entry from OMol25: a molecular structure, C26H50GdOP2Si at a distorted geometry (ωB97M-V with the def2-TZVPD basis set).

Each line ends with the Löwdin charge.
CARTESIAN COORDINATES (ANGSTROEM)
Gd  1.35320  -0.87856  0.76036  1.455
C  -0.95325  -1.12870  2.38869  -0.290
C  -0.69845  -2.30752  1.61069  -0.344
C  1.02509  -2.05505  3.13545  -0.327
C  0.08197  -1.01061  3.35633  -0.265
C  0.51847  -2.89459  2.09580  -0.381
C  -2.21548  -0.33770  2.39509  -0.038
H  -2.57405  -0.11115  1.38089  0.039
H  -2.07305  0.63337  2.89196  0.089
H  -3.03581  -0.87459  2.90661  0.104
C  0.03320  -0.11464  4.53441  -0.027
H  -1.00399  0.07797  4.84412  0.090
H  0.48476  0.85889  4.31298  0.035
H  0.56898  -0.54608  5.39156  0.087
C  2.23267  -2.29491  3.96787  -0.031
H  1.99247  -2.24484  5.03974  0.089
H  3.01157  -1.54190  3.78186  0.075
H  2.67501  -3.27580  3.76122  0.075
C  1.09562  -4.19230  1.65074  -0.046
H  1.59723  -4.69492  2.48905  0.083
H  1.84450  -4.08123  0.84628  0.067
H  0.31174  -4.85991  1.26730  0.081
C  -1.66044  -2.97771  0.69548  -0.045
H  -1.80905  -4.03312  0.97724  0.091
H  -1.29644  -2.99443  -0.34202  0.053
H  -2.64162  -2.48141  0.69591  0.081
C  -2.55585  2.30893  -0.36121  -0.091
C  -3.61032  1.47898  -0.42375  -0.103
C  -3.70851  0.27352  -1.31636  -0.167
C  -3.20249  0.49767  -2.75790  -0.156
C  -1.81550  -0.12435  -3.06158  -0.382
C  -0.98930  -0.50886  -1.83952  -0.411
C  -0.72606  0.52251  -0.70021  -0.263
C  -1.18095  1.99231  -0.86998  -0.160
H  -4.76031  -0.04770  -1.37088  0.122
H  -3.23248  1.56642  -3.01361  0.087
H  -3.20525  -0.57917  -0.84092  0.097
H  -1.00126  2.31411  -1.90704  0.069
H  -2.60865  3.27374  0.16428  0.115
H  -4.47111  1.65951  0.23123  0.116
H  -0.47412  2.59769  -0.26357  0.113
H  -1.16303  0.10070  0.22387  0.071
H  -1.37723  -1.47004  -1.45297  0.075
H  0.38872  0.67693  -0.50941  0.025
H  -3.91063  0.02050  -3.45477  0.119
H  -2.02081  -1.05428  -3.62203  0.125
P  -0.66084  0.78201  -4.13727  0.943
C  -1.11775  2.53249  -4.23425  -0.164
C  -0.89189  0.14938  -5.82303  -0.172
P  0.93090  -0.96243  -2.21859  0.719
C  0.98597  0.27857  -3.59219  -0.345
C  0.75920  -2.55846  -3.04284  -0.205
C  2.66676  -0.84320  -1.55657  -0.341
H  -0.37704  3.19109  -3.75923  0.073
H  -2.11463  2.75856  -3.82730  0.061
H  -1.15272  2.78135  -5.30349  0.066
H  -0.33963  0.82126  -6.49381  0.067
H  -1.95640  0.16210  -6.09907  0.078
H  -0.49218  -0.86601  -5.93979  0.067
H  3.33518  -0.69351  -2.41524  0.050
H  2.97394  -1.79098  -1.06228  0.040
H  2.85842  0.03845  -0.89110  0.030
H  1.53959  1.18769  -3.29256  0.087
H  1.49950  -0.16096  -4.46812  0.080
H  1.23111  -3.33721  -2.42463  0.059
H  1.26250  -2.52238  -4.02001  0.052
H  -0.29879  -2.82363  -3.19655  0.060
C  0.88362  3.17882  2.82474  -0.155
Si  2.47823  2.22656  2.44070  0.306
C  3.67281  3.30459  1.47573  -0.176
C  3.25544  1.67809  4.07615  -0.161
O  2.10728  0.89443  1.53580  -0.551
H  1.12236  4.16991  3.24298  0.038
H  0.23629  2.66882  3.54935  0.014
H  0.29444  3.33449  1.91007  0.011
H  3.98700  4.18926  2.04560  0.034
H  4.57745  2.74094  1.21154  0.031
H  3.21659  3.65535  0.54083  0.023
H  2.52869  1.23193  4.76745  0.016
H  4.04160  0.93241  3.89177  0.029
H  3.71726  2.53254  4.59593  0.036

Forces on atoms 1 to 2 (eV/Å):
Gd -0.438 -1.164 1.469
C 0.782 -0.859 0.180

Properties
electronic energy = -77104.092 eV
charge = +1
multiplicity = 8
maximum force = 3.8 eV/A
HOMO (spin up / spin down) = -8.7 / -8.2 eV
energy relative to the best compared isomer or geometry (same formula, charge and spin) = 264.7 kJ/mol

***

Entry from OMol25: a molecular structure, C26H50GeN6O2PdS2Se (ωB97M-V with the def2-TZVPD basis set).

Each line ends with the Löwdin charge.
CARTESIAN COORDINATES (ANGSTROEM)
Pd  0.06893  -0.29629  1.20091  0.514
C  -3.41042  -4.20141  1.07709  -0.042
N  -2.05620  -4.03769  0.60864  -0.099
C  -0.93601  -4.84706  1.03910  -0.056
C  0.24513  -4.07694  0.41633  -0.495
O  1.38626  -4.49978  0.37938  0.015
N  -0.23144  -2.89354  -0.06339  0.111
C  -1.54945  -2.89886  0.07222  -0.426
N  -2.32157  -1.93803  -0.45218  0.210
H  -3.62454  -5.26711  1.16951  0.078
H  -4.10202  -3.77277  0.35068  0.085
H  -3.57822  -3.72450  2.04587  0.083
H  -0.98794  -5.86543  0.65052  0.119
H  -0.82554  -4.87363  2.12695  0.132
H  -1.77619  -1.15085  -0.81007  0.049
H  -3.12491  -1.58645  0.06850  0.093
C  -0.93599  2.02445  3.69799  -0.138
N  0.43674  1.66312  3.38050  -0.261
C  0.95361  2.57057  2.36102  -0.126
C  0.67389  0.26353  3.15362  -0.854
S  -0.08508  -0.87182  4.29322  0.441
N  2.13764  0.07723  3.01026  -0.298
C  2.55300  -1.31770  2.89350  -0.208
C  2.88517  0.66387  4.11749  -0.135
H  -0.93983  3.05039  4.08207  0.071
H  -1.31683  1.35242  4.46250  0.017
H  -1.57575  1.96246  2.80790  0.064
H  0.46883  2.39823  1.39365  0.042
H  2.03240  2.45458  2.25625  0.046
H  0.75425  3.59566  2.68782  0.076
H  1.86705  -1.88590  2.27367  0.022
H  2.59577  -1.80905  3.87300  0.050
H  3.54167  -1.35187  2.42006  0.071
H  2.71799  1.73768  4.18016  0.062
H  3.95150  0.47533  3.95657  0.072
H  2.57563  0.21377  5.07320  0.065
O  -0.72279  -0.50130  -2.42542  -0.533
S  0.29241  -1.48979  -2.90774  0.839
C  1.37250  -0.54547  -4.05045  -0.313
C  0.76240  -0.55848  -5.46283  -0.232
C  -0.66792  -1.08407  -5.32584  -0.260
C  -0.54508  -2.24089  -4.34894  -0.325
H  2.37222  -0.98100  -4.01301  0.073
H  1.39833  0.44390  -3.59419  0.064
H  1.33443  -1.23053  -6.10860  0.099
H  0.78781  0.43297  -5.91755  0.103
H  -1.10565  -1.36485  -6.28633  0.102
H  -1.29881  -0.32024  -4.86798  0.106
H  0.09724  -3.04347  -4.73044  0.089
H  -1.49189  -2.64642  -3.99516  0.088
C  3.62272  3.95604  -0.38201  -0.234
Ge  2.83740  2.35125  -1.19998  0.741
C  3.79842  2.13588  -2.91580  -0.225
C  0.92684  2.57641  -1.49149  -0.234
C  3.22292  0.83164  -0.04131  -0.571
Se  2.14019  -0.73350  -0.47340  0.848
C  3.57077  -1.69524  -1.41265  -0.392
H  3.55736  4.81390  -1.05677  0.007
H  4.67601  3.77992  -0.14704  0.008
H  3.09882  4.20174  0.54467  0.006
H  3.18975  2.50770  -3.74480  0.007
H  4.02522  1.08419  -3.10873  -0.010
H  4.73677  2.69592  -2.90045  0.003
H  0.68753  2.59103  -2.55851  0.014
H  0.57646  3.50809  -1.04305  0.019
H  0.35613  1.76443  -1.02596  -0.025
H  2.92923  1.06833  0.98090  -0.028
H  4.27425  0.53876  -0.04611  0.020
H  3.98779  -1.08263  -2.21082  -0.008
H  3.11162  -2.60009  -1.81164  0.009
H  4.34707  -1.97824  -0.70142  0.013
C  -2.97829  -0.51318  2.77533  -0.141
C  -3.53709  0.22936  1.58491  -0.275
C  -4.92002  0.27364  1.43025  -0.152
C  -5.57641  1.10951  0.53056  -0.190
C  -4.76864  2.01587  -0.18579  -0.138
C  -3.39820  2.01056  -0.09605  -0.250
C  -2.57694  3.02477  -0.83327  -0.106
C  -2.65367  1.03523  0.73169  -0.427
N  -1.34803  1.04023  0.61318  -0.071
H  -3.58796  -1.39644  3.01469  0.053
H  -2.95941  0.10987  3.67503  0.049
H  -1.94497  -0.82659  2.62967  -0.047
H  -5.51887  -0.35091  2.09556  0.082
H  -6.65568  1.10734  0.42843  0.047
H  -5.24702  2.76748  -0.81426  0.078
H  -3.22198  3.77325  -1.30911  0.054
H  -1.95281  2.54855  -1.59660  0.053
H  -1.87996  3.51890  -0.14788  0.060

Forces on atoms 1 to 2 (eV/Å):
Pd -0.232 0.322 0.744
C 0.091 0.036 -0.007

Properties
electronic energy = -187818.604 eV
charge = -2
maximum force = 0.8 eV/A
HOMO = 0.5 eV
energy relative to the best compared isomer or geometry (same formula, charge and spin) = 147.0 kJ/mol